The following is a quantum chemistry calculation of 9 unconnected molecules or ions with the total composition C32H86N8O16 in a non-equilibrium geometry, from the OMol25 dataset.

SMILES = COCCNCCOC.COCCNCCOC.COCCNCCOC.COCCNCCOC.NC(N)=O.NC(N)=O.OCCO.OCCO.OCCO
Gap between HOMO and LUMO = 8.476 eV
E_LUMO = 0.30 eV
Relative energy (zero: lowest compared OMol25 entry of this formula, charge and spin) = 0.0 kJ/mol
HOMO level = -8.2 eV

Element x y z (Å)
C  6.9104  4.1281  28.8829
O  6.2932  3.5814  27.7415
C  6.4870  2.1762  27.6483
C  6.0556  1.7386  26.2564
N  6.5118  0.4072  25.8896
C  6.1566  -0.6687  26.8347
C  6.3512  -2.0223  26.2074
O  7.6802  -2.4755  26.4310
C  7.7856  -3.8759  26.4973
H  6.6623  5.1932  28.9008
H  8.0018  4.0682  28.8281
H  6.4845  3.6926  29.7930
H  5.8735  1.6700  28.4003
H  7.5623  1.9846  27.7455
H  6.4434  2.4011  25.4804
H  4.9657  1.7667  26.1458
H  7.4622  0.3927  25.5557
H  5.1099  -0.5021  27.0953
H  6.7839  -0.5649  27.7270
H  6.1619  -1.9864  25.1279
H  5.6331  -2.7536  26.5978
H  7.3699  -4.4026  25.6309
H  7.2417  -4.2483  27.3849
H  8.8287  -4.1449  26.6473
C  -6.3268  -5.0911  28.1569
O  -5.0606  -4.7826  28.7239
C  -4.9901  -5.0882  30.0827
C  -3.6448  -4.6687  30.6194
N  -2.5919  -5.5552  30.1814
C  -1.2469  -5.1085  30.5636
C  -0.5396  -4.3616  29.4551
O  -0.0516  -5.2816  28.5264
C  0.7826  -4.7147  27.5430
H  -6.5238  -6.1602  28.2907
H  -6.2522  -4.8529  27.0998
H  -7.1236  -4.4994  28.6164
H  -5.0799  -6.1726  30.2694
H  -5.7963  -4.6376  30.6808
H  -3.6987  -4.6000  31.7136
H  -3.4467  -3.6099  30.3514
H  -2.6501  -5.6604  29.1753
H  -0.6511  -5.9850  30.8285
H  -1.3067  -4.4553  31.4365
H  0.2951  -3.7666  29.8706
H  -1.2068  -3.6143  28.9964
H  1.4009  -5.5428  27.1910
H  1.5098  -3.9355  27.7951
H  0.2466  -4.3036  26.6757
C  0.8101  -1.0043  28.3696
O  0.8469  -0.0684  27.3162
C  2.0002  0.7430  27.3775
C  1.8720  1.9270  28.3164
N  0.7941  2.8412  27.9123
C  0.4535  3.8248  28.9346
C  1.5834  4.7346  29.3849
O  1.0254  5.7567  30.1739
C  1.9912  6.7018  30.5580
H  1.6291  -1.7216  28.2658
H  -0.1265  -1.5624  28.4096
H  0.8620  -0.5746  29.3838
H  2.1759  1.0606  26.3442
H  2.8856  0.1611  27.6761
H  2.8351  2.4615  28.3127
H  1.6826  1.5583  29.3273
H  1.1418  3.3376  27.0964
H  -0.0104  3.2928  29.7688
H  -0.3473  4.4254  28.4972
H  2.0540  5.1593  28.4809
H  2.3821  4.1567  29.8696
H  1.5180  7.4367  31.2124
H  2.4021  7.2555  29.7082
H  2.7789  6.2203  31.1479
C  1.8255  -1.6850  33.0399
O  2.3980  -2.9917  33.0783
C  1.5403  -3.9144  33.6941
C  2.2507  -5.1656  34.1567
N  2.8036  -5.8370  33.0286
C  3.4684  -7.1101  33.1994
C  4.3090  -7.3470  31.9559
O  5.1162  -6.2315  31.6605
C  6.2125  -6.0088  32.5081
H  2.4271  -1.0892  32.3568
H  1.8768  -1.2593  34.0432
H  0.8114  -1.7491  32.6380
H  0.7128  -4.1968  33.0242
H  1.0266  -3.4897  34.5771
H  1.4825  -5.7842  34.6357
H  3.0183  -4.9655  34.9222
H  3.1429  -5.3146  32.2365
H  2.7172  -7.9039  33.3053
H  4.0579  -7.1320  34.1311
H  3.6151  -7.5586  31.1341
H  4.9097  -8.2670  31.9533
H  7.1581  -6.1310  31.9718
H  6.1895  -6.6802  33.3693
H  6.2154  -4.9806  32.8833
N  3.2349  -2.7241  25.4842
C  3.1542  -3.9077  24.8363
N  2.7049  -3.8847  23.5303
O  3.4253  -4.9617  25.4164
H  2.9778  -1.8396  25.0865
H  3.3290  -2.8049  26.4957
H  2.6052  -4.7929  23.1080
H  3.0108  -3.1538  22.9121
N  4.3660  -5.1031  28.3266
C  4.0126  -3.9297  28.9068
N  4.0993  -3.9505  30.2777
O  3.6402  -2.9650  28.2300
H  4.6601  -5.9232  28.8249
H  4.2386  -5.1844  27.3207
H  4.2036  -4.8762  30.6709
H  3.9073  -3.1790  30.8869
O  4.8760  -0.6298  29.8117
C  5.0822  -0.8217  31.1950
C  6.3801  -1.5971  31.4383
O  6.7742  -1.5025  32.7972
H  4.7022  -1.5018  29.4244
H  5.0307  0.0753  31.8069
H  4.2564  -1.4538  31.5780
H  7.1807  -1.0829  30.9053
H  6.2559  -2.6027  31.0290
H  6.1970  -2.0441  33.3457
O  9.0183  -6.8282  27.8510
C  8.1441  -7.3157  28.8335
C  8.0646  -8.8187  28.8095
O  7.1117  -9.2161  29.7844
H  9.9295  -6.8777  28.1495
H  8.4007  -6.9639  29.8377
H  7.1501  -6.9014  28.6573
H  9.0667  -9.2359  29.0142
H  7.8525  -9.2324  27.8156
H  7.0539  -10.1744  29.8129
O  5.8040  -6.8130  26.3543
C  6.5939  -7.3739  25.2750
C  6.0737  -6.8111  23.9544
O  4.6787  -6.9391  23.7778
H  6.3449  -6.8281  27.1468
H  7.6346  -7.0709  25.4044
H  6.4546  -8.4573  25.3207
H  6.6279  -7.3452  23.1789
H  6.3325  -5.7441  23.9082
H  4.2588  -6.4736  24.5188

Mulliken atomic charge list, values in e, 4 entries: number 1, C, carries -0.73; number 2, O, carries -0.41; number 3, C, carries 0.08; number 4, C, carries -0.88